# 1
This record from the Open Molecules 2025 dataset describes a 10-piece molecular cluster, C40H106N6O18 overall in a non-equilibrium geometry. The level of theory is ωB97M-V/def2-TZVPD.

Computed properties:
Strongest force on any atom   2.0 eV/A
HOMO-LUMO gap   8.95 eV
Energy above the lowest of the compared OMol25 structures with the same formula, charge and spin   10.5 kcal per mole
Net charge   0

The geometry in XYZ format:
```
170
C40H106N6O18 (ωB97M-V/def2-TZVPD)
C 5.58169 5.92653 7.38943
C 6.71937 6.57823 8.21296
C 6.40751 6.48078 9.68052
O 7.41332 7.20722 10.37282
C 7.51563 6.89383 11.75359
N 7.93561 5.86661 7.83305
H 4.64522 6.13511 7.91382
H 5.69380 4.84755 7.26751
H 5.44953 6.28790 6.36820
H 6.75652 7.61788 7.88395
H 6.45849 5.42564 9.97895
H 5.40622 6.84031 9.94173
H 6.79658 7.51068 12.29820
H 8.52704 7.14902 12.06682
H 7.34608 5.82644 11.91372
H 8.76669 6.14984 8.34929
H 7.82936 4.91204 8.17972
C 10.29997 3.16504 3.99251
C 9.17716 3.86185 4.81619
C 7.89680 3.01411 4.80515
O 7.50330 2.59338 3.50779
C 7.16401 3.66902 2.66913
N 9.62821 4.07821 6.18563
H 10.32812 2.09020 4.14943
H 11.28318 3.60041 4.17630
H 10.04158 3.26535 2.93497
H 8.92365 4.83154 4.36930
H 7.06493 3.58177 5.24212
H 8.06083 2.15037 5.45128
H 6.70684 3.26758 1.76320
H 8.03185 4.23841 2.32252
H 6.46716 4.35742 3.14682
H 8.95719 4.77557 6.53221
H 10.47809 4.64222 6.14803
C 13.35272 4.64344 1.26366
C 14.35587 4.30949 2.34996
O 13.85471 4.72088 3.61384
O 12.19047 3.80702 1.33403
H 13.75813 4.61716 0.25481
H 13.01229 5.66203 1.48466
H 15.30438 4.81406 2.14353
H 14.51360 3.22722 2.39120
H 14.08542 4.07344 4.29846
H 12.12580 3.57320 2.26796
C 8.87950 3.18354 9.94979
C 9.83904 2.34347 9.09641
O 9.75839 0.96110 9.38349
O 7.52942 3.01828 9.53495
H 9.13457 4.23759 9.81845
H 8.94895 2.93103 11.01542
H 10.83205 2.73592 9.35428
H 9.60104 2.61521 8.06716
H 9.98200 0.82605 10.30870
H 7.40946 2.07524 9.33881
C 3.51011 6.94330 3.52567
C 4.42529 5.75232 3.27813
O 4.39385 5.41142 1.87254
O 2.14904 6.62561 3.21879
H 3.80363 7.78884 2.89428
H 3.56057 7.34862 4.53489
H 4.25092 4.92761 3.96753
H 5.43364 6.16487 3.36808
H 3.51306 5.66262 1.58128
H 1.91902 6.50781 2.29650
C 8.97004 1.21420 -1.47340
C 9.12027 2.03761 -0.19474
O 8.76903 1.29506 0.98216
O 7.66205 0.79575 -1.83007
H 9.63875 0.35511 -1.42406
H 9.41719 1.83040 -2.26639
H 8.48012 2.92574 -0.22752
H 10.16942 2.30859 -0.07717
H 7.82526 1.42827 1.10248
H 7.09801 1.57421 -1.76983
C 9.71300 6.37423 1.30053
O 8.69144 7.20943 0.80618
C 7.39645 6.78025 1.16120
C 6.35032 7.82998 0.80543
N 6.56874 9.10709 1.46558
C 5.48664 10.04473 1.12261
C 5.77008 11.41796 1.72928
O 5.50956 11.54032 3.11434
C 4.14460 11.47344 3.44966
H 9.73584 5.39592 0.79740
H 9.60937 6.14714 2.36511
H 10.67891 6.79597 1.02793
H 7.36225 6.65517 2.25136
H 7.05549 5.84199 0.71045
H 5.35641 7.41124 0.94442
H 6.42854 8.01254 -0.27997
H 7.49625 9.47741 1.31989
H 4.58414 9.60537 1.55128
H 5.35229 10.15020 0.03879
H 5.19705 12.15821 1.15881
H 6.83196 11.62227 1.59022
H 3.67442 10.49551 3.30210
H 3.52448 12.20936 2.92723
H 4.06565 11.67289 4.51820
C 11.84860 0.35350 5.54884
O 11.55889 -1.03122 5.59490
C 10.75448 -1.36616 6.70932
C 9.27020 -1.15153 6.39651
N 8.42971 -1.58100 7.48949
C 6.98894 -1.49247 7.16599
C 6.47264 -0.06986 7.37518
O 6.73404 0.44035 8.67228
C 5.88350 -0.14665 9.64365
H 12.20671 0.60951 4.55176
H 12.55464 0.60105 6.34544
H 10.94915 0.96523 5.65085
H 11.06287 -0.81992 7.60769
H 10.95600 -2.41937 6.91700
H 9.01238 -1.62539 5.44754
H 9.18228 -0.07530 6.17573
H 8.53224 -0.88356 8.22500
H 6.47681 -2.18295 7.83824
H 6.82099 -1.77904 6.12799
H 5.41623 0.02260 7.10033
H 7.01526 0.60033 6.70554
H 6.03158 0.30728 10.62097
H 6.02332 -1.22646 9.74606
H 4.83119 -0.03978 9.35882
C 12.32830 7.69798 3.73985
O 11.13908 7.35197 4.41580
C 11.09967 7.58090 5.81290
C 12.25379 6.95906 6.62730
N 12.31514 5.51664 6.36760
C 13.15467 4.86018 7.34065
C 13.43630 3.40113 6.96489
O 14.33942 3.18049 5.88637
C 15.66758 3.54056 6.17574
H 13.15533 7.15476 4.20039
H 12.43441 8.78715 3.73158
H 12.26450 7.35806 2.70773
H 10.19976 7.09308 6.18746
H 11.04054 8.65644 6.00919
H 11.99789 7.19252 7.66164
H 13.24023 7.36163 6.37097
H 12.69325 5.37614 5.43573
H 12.64565 4.83877 8.31167
H 14.05221 5.44315 7.60128
H 12.47057 3.00086 6.65282
H 13.74237 2.85448 7.86120
H 16.07105 2.93476 6.99070
H 15.73287 4.60613 6.41999
H 16.30891 3.43976 5.29994
C -0.25016 -4.48208 -3.71165
O 0.29075 -3.18701 -3.62199
C -0.58233 -2.19973 -3.12811
C 0.19769 -0.90308 -3.01215
N 1.11222 -0.95082 -1.87210
C 1.94427 0.26071 -1.82692
C 2.88321 0.23288 -0.63128
O 3.09642 1.57336 -0.19544
C 4.10240 1.71209 0.77894
H -0.59917 -4.83678 -2.73536
H 0.52567 -5.16010 -4.06200
H -1.09542 -4.58031 -4.40052
H -0.91506 -2.52383 -2.13353
H -1.50566 -2.04389 -3.69785
H -0.50594 -0.06872 -2.93750
H 0.73767 -0.66019 -3.93794
H 1.74225 -1.71458 -2.10518
H 1.29890 1.13072 -1.68804
H 2.50525 0.39710 -2.75748
H 3.84783 -0.18393 -0.94655
H 2.51763 -0.38317 0.19405
H 5.10245 1.89301 0.37739
H 4.09267 0.84026 1.44157
H 3.77404 2.54754 1.39909
```

---

# 2
This record from the Open Molecules 2025 dataset describes a 6-piece molecular cluster, C27H58N10O5Si overall in a non-equilibrium geometry. The level of theory is ωB97M-V/def2-TZVPD.

Computed properties:
Strongest force on any atom   3.1 eV/A
HOMO-LUMO gap   8.94 eV
Net charge   0

The geometry in XYZ format:
```
101
C27H58N10O5Si (ωB97M-V/def2-TZVPD)
C -2.48970 1.86371 -1.39609
Si -1.93843 0.29704 -0.48795
C -3.36099 -0.20555 0.64812
C -1.62118 -0.99291 -1.82435
C -0.39894 0.72979 0.58117
C 0.43001 1.66409 -0.13119
N 1.19175 2.37611 -0.64155
C 0.43623 -0.45424 1.16078
C -0.29033 -1.70199 1.16634
N -0.84664 -2.72843 1.12603
C 1.82362 -0.64703 0.55348
C 1.81486 -1.11871 -0.89697
C 3.07398 -1.93137 -1.22450
C 3.74355 -1.60392 -2.57247
N 2.86627 -1.10790 -3.63114
C 1.92416 -1.96770 -4.15202
N 1.14278 -1.53042 -5.06018
N 1.89725 -3.32218 -3.65780
H -2.71821 1.61337 -2.42270
H -3.38371 2.28991 -0.95917
H -1.72622 2.63569 -1.40792
H -2.98231 -0.40355 1.64397
H -4.09392 0.58215 0.69243
H -3.83040 -1.11661 0.29816
H -2.43895 -0.89530 -2.52889
H -0.69309 -0.84604 -2.35934
H -1.68433 -1.98164 -1.38776
H -0.78926 1.28554 1.42614
H 0.61023 -0.22096 2.20478
H 2.42601 0.23379 0.71295
H 2.29031 -1.42948 1.14348
H 1.68520 -0.26556 -1.54853
H 0.96104 -1.77512 -1.01570
H 2.87431 -2.99166 -1.18908
H 3.79996 -1.73000 -0.44242
H 4.58079 -0.93262 -2.46066
H 4.17492 -2.52333 -2.93762
H 2.46355 -0.20996 -3.42743
H 0.50783 -2.27334 -5.32855
H 0.93584 -3.54574 -3.45139
H 2.19547 -3.94400 -4.39616
C -2.21133 5.10509 0.62583
O -2.99129 5.10007 1.55864
N -2.22837 5.97872 -0.39259
C -1.26365 5.92020 -1.47440
C -3.24788 7.01475 -0.41139
H -1.39831 4.36150 0.54008
H -0.69519 6.85175 -1.51871
H -1.77702 5.77633 -2.42644
H -0.57186 5.09458 -1.31582
H -3.16165 7.63043 0.48555
H -4.23694 6.55654 -0.41982
H -3.12680 7.62959 -1.29671
C -4.72090 -3.64191 5.13256
O -5.67693 -3.17012 4.54769
N -3.48469 -3.74789 4.61805
C -2.37631 -4.32361 5.35922
C -3.24523 -3.27130 3.26615
H -4.79577 -4.03339 6.16174
H -1.58196 -3.58046 5.47042
H -1.98622 -5.18589 4.83005
H -2.70301 -4.64073 6.34650
H -3.48364 -2.20871 3.20008
H -3.88673 -3.80696 2.56496
H -2.20780 -3.42914 3.00036
C -2.47405 9.54579 -3.09446
O -3.14198 8.62259 -3.51841
N -2.90738 10.80838 -2.95076
C -2.05695 11.86330 -2.43528
C -4.27749 11.11903 -3.32754
H -1.42327 9.41087 -2.78325
H -2.49129 12.28406 -1.52655
H -1.95267 12.65666 -3.17772
H -1.07074 11.46837 -2.20277
H -4.97104 10.51748 -2.73988
H -4.43558 10.88780 -4.38091
H -4.47329 12.17332 -3.15333
C 7.37421 -2.79284 -1.35600
O 7.01989 -3.45808 -2.30700
N 7.27625 -3.17470 -0.06889
C 7.71769 -2.33057 1.02329
C 6.70671 -4.47912 0.22502
H 7.81679 -1.78900 -1.47789
H 8.49858 -2.83488 1.59584
H 6.88030 -2.10806 1.68813
H 8.11557 -1.39573 0.63548
H 7.29698 -5.26052 -0.25398
H 5.68864 -4.53709 -0.16244
H 6.69641 -4.63886 1.29988
C -1.09776 -7.57270 3.86881
O -1.07503 -7.29383 5.05260
N -0.03964 -7.49243 3.04474
C -0.12881 -7.83101 1.63768
C 1.23240 -7.04852 3.58960
H -2.01613 -7.91492 3.36280
H 0.55661 -8.64835 1.40496
H 0.13200 -6.96441 1.02715
H -1.14158 -8.14110 1.39176
H 1.55128 -7.72012 4.38703
H 1.12908 -6.04746 4.00945
H 1.98143 -7.03678 2.80254
```

---

# 3
This record from the Open Molecules 2025 dataset describes C43H54N2O4PPbS2SeTe as an isolated structure. The level of theory is ωB97M-V/def2-TZVPD.

Computed properties:
Strongest force on any atom   0.6 eV/A
HOMO-LUMO gap (spin up / spin down)   5.81 / 5.95 eV
Energy above the lowest of the compared OMol25 structures with the same formula, charge and spin   0.0 kcal per mole
Expectation value of S²   0.76
2S+1   2
Net charge   -2

The geometry in XYZ format:
```
109
C43H54N2O4PPbS2SeTe (ωB97M-V/def2-TZVPD)
Pb 1.58794 0.08845 1.14618
Se 4.03411 1.02630 -0.29015
C 5.42812 -0.20066 0.10670
C 5.27854 -1.29984 0.95684
C 6.36011 -2.13424 1.18004
N 7.56963 -1.97572 0.63703
C 7.70410 -0.92218 -0.16981
C 6.69372 -0.02608 -0.46131
H 4.33660 -1.50153 1.45379
H 6.24740 -2.98466 1.84404
H 8.68700 -0.79005 -0.61320
H 6.87153 0.80756 -1.12816
C 2.13487 7.85162 -5.99288
C 1.87565 6.72128 -5.03074
C 2.23839 5.41763 -5.33726
C 1.99365 4.36344 -4.46090
C 2.43472 2.98149 -4.86503
C 1.35459 4.61395 -3.23909
Te 1.20051 2.92978 -1.71930
N 0.39498 1.97404 0.10141
C -0.56048 2.74152 0.59919
O -1.04910 3.75964 0.06773
C -1.09903 2.44367 1.98533
C -1.40638 1.16514 2.43127
C -1.90976 0.97399 3.71315
C -2.10200 2.05340 4.55703
C -1.79960 3.33540 4.11383
C -1.31359 3.52908 2.83316
C -0.16300 1.87864 -2.98032
C -1.35309 2.45439 -3.44495
C -1.80943 3.84187 -3.09009
C -2.16792 1.71034 -4.29722
C -1.84642 0.42059 -4.68845
C -2.74968 -0.37022 -5.59726
C -0.67004 -0.12983 -4.20673
C 0.18270 0.57584 -3.36438
C 1.46858 -0.09390 -2.95578
C 1.00276 5.92503 -2.90756
C 0.32489 6.29457 -1.61097
C 1.26342 6.95505 -3.81040
H 2.70103 7.50731 -6.85864
H 2.70026 8.65448 -5.51554
H 1.19819 8.28242 -6.35397
H 2.73363 5.21231 -6.28169
H 2.96776 3.01087 -5.81587
H 1.57799 2.31521 -4.97168
H 3.09220 2.54287 -4.11207
H -1.25748 0.31809 1.77229
H -2.11912 -0.02713 4.05844
H -2.45942 1.89606 5.56696
H -1.94542 4.18538 4.77038
H -1.10346 4.52355 2.46138
H -1.60260 4.07022 -2.04444
H -2.88306 3.93412 -3.26184
H -1.30340 4.58051 -3.71356
H -3.09453 2.15526 -4.64603
H -3.64786 0.19472 -5.84632
H -3.05592 -1.30548 -5.12518
H -2.24014 -0.62546 -6.52880
H -0.40220 -1.14494 -4.48105
H 1.33819 -1.17497 -2.93329
H 1.81982 0.20845 -1.96860
H 2.26486 0.14905 -3.66556
H 0.14953 5.43720 -0.96379
H -0.64619 6.75321 -1.81081
H 0.92616 7.02617 -1.06626
H 0.97631 7.96945 -3.54588
C -5.87710 1.90424 -0.60205
C -4.35546 1.81525 -0.52312
P -3.55971 0.14203 -0.49163
C -4.57410 -0.67999 0.83160
C -3.92097 -1.96040 1.35575
C -4.30577 -0.61140 -2.01262
C -3.71217 -1.99024 -2.30945
H -6.20286 2.94742 -0.59050
H -6.35298 1.40418 0.24269
H -6.26070 1.45020 -1.51705
H -3.98453 2.33615 0.36519
H -3.90075 2.33492 -1.37058
H -5.58661 -0.88886 0.47065
H -4.65474 0.04728 1.64479
H -3.91903 -2.74376 0.59699
H -4.45123 -2.34770 2.22936
H -2.88319 -1.78452 1.63619
H -4.06419 0.07341 -2.83105
H -5.39634 -0.66703 -1.93297
H -2.62360 -1.96141 -2.24004
H -3.98586 -2.33764 -3.30854
H -4.06744 -2.73606 -1.59738
S 0.00845 -1.42505 -0.45648
C 0.45013 -3.11041 -0.20264
C -0.55612 -4.06571 -0.02126
C -0.25306 -5.41100 0.11227
C 1.06723 -5.84052 0.08575
C 2.07714 -4.90029 -0.07665
C 1.77496 -3.55667 -0.22413
H -1.58491 -3.72922 0.01163
H -1.05430 -6.12688 0.25680
H 1.30719 -6.89016 0.19978
H 3.11327 -5.21458 -0.08176
H 2.57088 -2.83248 -0.33921
C 1.00907 -3.80993 3.44335
S 1.84128 -2.24128 3.68556
O 2.83070 -2.14153 2.60637
O 2.41202 -2.28837 5.02089
O 0.80025 -1.21780 3.51695
H 1.50536 -4.55016 4.06516
H 1.06842 -4.08301 2.39488
H -0.02833 -3.69154 3.74348
```

---

# 4
This record from the Open Molecules 2025 dataset describes one molecule with the formula C26H34N4O7S2 in a non-equilibrium geometry. The level of theory is ωB97M-V/def2-TZVPD.

Computed properties:
Strongest force on any atom   1.1 eV/A
HOMO-LUMO gap   8.27 eV
Energy above the lowest of the compared OMol25 structures with the same formula, charge and spin   0.0 kcal per mole
Net charge   0

The geometry in XYZ format:
```
73
C26H34N4O7S2 (ωB97M-V/def2-TZVPD)
O -4.00061 -0.31144 -1.73935
C -2.82185 -0.43752 -1.48687
N -2.21312 -1.65563 -1.57528
C -0.86819 -1.98031 -1.30702
C -0.62144 -3.01514 -0.41637
C 0.66820 -3.32209 -0.03457
C 1.73290 -2.58990 -0.52288
C 1.50516 -1.58946 -1.44467
C 0.21356 -1.28004 -1.89757
N -0.02052 -0.29315 -2.83159
C -0.84824 -0.56618 -3.99351
H -1.56492 -1.35682 -3.78520
C 0.04237 -0.98462 -5.17278
H -0.55423 -1.11971 -6.07609
O 0.99368 0.00798 -5.47566
C 1.82579 0.27043 -4.36755
H 2.49815 1.07274 -4.67376
C 0.98737 0.69806 -3.15508
H 1.61199 0.90245 -2.28695
H 0.45466 1.62000 -3.41378
H 2.41428 -0.62840 -4.12779
H 0.54970 -1.93108 -4.92498
H -1.38642 0.34974 -4.25698
H 2.35046 -1.05379 -1.84362
H 2.72999 -2.83404 -0.19631
S 0.96750 -4.62643 1.14230
O 1.99720 -5.49429 0.65457
O -0.29881 -5.20762 1.50158
N 1.63058 -3.71690 2.39136
C 0.64772 -3.00786 3.18615
H -0.14120 -2.66867 2.51379
C 0.06598 -3.90937 4.28095
H -0.56145 -3.33481 4.96460
O 1.09162 -4.47346 5.06885
C 1.97257 -5.24395 4.27949
H 2.71576 -5.65397 4.96509
C 2.63359 -4.38183 3.20206
H 3.23400 -4.99497 2.53120
H 3.25702 -3.60986 3.66438
H 1.42321 -6.06385 3.79279
H -0.52718 -4.70341 3.80694
H 1.14348 -2.14100 3.63555
H -1.43673 -3.58039 0.00986
H -2.85391 -2.43399 -1.67977
C -1.95538 0.70726 -1.07515
C -2.03365 1.89225 -1.80091
C -1.22492 2.96336 -1.46597
C -0.36115 2.84627 -0.39375
C -0.32023 1.69891 0.37463
C -1.12251 0.62333 0.03728
H -1.10119 -0.27284 0.63812
H 0.35904 1.65587 1.21107
S 0.68825 4.23470 0.05074
O 1.81298 3.72639 0.77850
O 0.91755 5.01798 -1.12639
N -0.21978 5.14614 1.09535
C -0.48361 4.55514 2.38588
C -0.89284 5.64841 3.37004
C -2.10749 6.40064 2.83207
C -1.78836 6.96090 1.44829
C -1.35445 5.82920 0.51987
H -1.03225 6.21502 -0.44760
H -2.19427 5.13054 0.36892
H -2.65981 7.46244 1.02570
H -0.97522 7.68312 1.52670
H -2.37891 7.20987 3.51143
H -2.95817 5.71816 2.76226
H -1.11603 5.19920 4.33862
H -0.06011 6.34173 3.49169
H 0.43759 4.06504 2.70213
H -1.28619 3.80197 2.31281
H -1.23296 3.88092 -2.03279
H -2.72358 1.95537 -2.62855
```

---

Number 1: DFT total energy -3270.16683 hartree. Number 2: DFT total energy -2276.84504 hartree. Number 3: DFT total energy -6081.54900 hartree. Number 4: DFT total energy -2553.21347 hartree.